#P
{
  "formula": "C9H13NO",
  "method": "ωB97M-V with the def2-TZVPD basis set",
  "lumo_energy_ev": 0.82,
  "smiles": "C[C@H](N)Cc1cccc(O)c1",
  "multiplicity": 1,
  "species": ["H", "C", "C", "H", "H", "C", "H", "C", "O", "C", "N", "H", "H", "H", "H", "H", "C", "H", "H", "H", "H", "C", "C", "C"],
  "positions_angstrom": [[-1.07, 1.13, 3.40], [-1.00, 0.45, 2.57], [0.08, 0.51, 1.70], [2.22, -0.57, -2.93], [0.36, 2.43, -2.04], [-0.83, -1.30, 0.43], [1.62, -1.27, -0.65], [0.89, 0.51, -1.61], [-2.87, -2.32, 1.07], [0.17, -0.36, 0.63], [0.67, 1.90, -1.24], [0.85, 1.25, 1.86], [2.15, 0.24, 0.11], [-0.79, -2.00, -0.39], [2.90, 0.92, -2.27], [-0.05, 1.96, -0.52], [1.31, -0.27, -0.35], [1.70, 0.99, -3.55], [-0.01, 0.03, -2.02], [-2.84, -0.55, 3.05], [-3.55, -2.26, 1.74], [-2.00, -0.49, 2.37], [-1.91, -1.37, 1.30], [2.00, 0.46, -2.66]]
}

***

#Q
{
  "formula": "C9H13NO",
  "method": "ωB97M-V with the def2-TZVPD basis set",
  "lumo_energy_ev": [0.61, -0.19],
  "multiplicity": 1,
  "species": ["C", "H", "H", "H", "C", "C", "C", "C", "H", "H", "H", "C", "H", "C", "H", "H", "H", "C", "O", "N", "H", "C", "H", "H"],
  "positions_angstrom": [[-0.62, -0.23, -2.33], [-0.87, -0.78, -3.24], [0.18, -1.87, -1.07], [-1.58, -0.93, 0.13], [-1.93, 0.12, -1.54], [1.96, -0.23, 0.51], [1.76, 0.65, 1.60], [-2.36, -0.86, -0.56], [-0.24, 0.74, -2.65], [0.25, 1.92, 2.19], [-2.75, -1.76, -1.03], [0.82, -0.06, -0.33], [1.46, -1.10, -1.96], [0.52, -0.89, -1.51], [1.99, 0.41, 3.68], [-3.21, -0.43, -0.12], [3.57, 0.49, 2.73], [0.09, 0.95, 0.18], [-2.64, 1.23, -1.75], [0.60, 1.42, 1.42], [2.75, -0.86, 0.25], [2.56, 0.91, 2.80], [2.73, 2.05, 2.88], [-3.48, 1.30, -1.25]]
}

***

#R
{
  "formula": "C9H13NO",
  "method": "ωB97M-V with the def2-TZVPD basis set",
  "lumo_energy_ev": 0.84,
  "smiles": "Cc1ccccc1.CC(N)=O",
  "multiplicity": 1,
  "species": ["H", "H", "C", "C", "H", "C", "C", "H", "C", "O", "H", "H", "H", "C", "H", "C", "N", "H", "H", "H", "H", "C", "H", "C"],
  "positions_angstrom": [[-0.82, -0.15, -3.39], [-0.70, -0.84, 1.66], [-0.40, 0.30, -1.41], [0.88, -2.12, 1.49], [-2.55, 0.18, -1.42], [0.68, 0.94, -0.85], [0.53, 2.02, 0.04], [0.42, -0.59, 3.07], [-0.81, 2.44, 0.39], [0.70, -3.24, 1.00], [-0.34, -1.68, -2.40], [1.62, 0.59, -1.05], [2.74, -1.85, 0.65], [-1.69, 0.72, -1.14], [-2.91, 2.09, -0.12], [-1.90, 1.76, -0.22], [2.11, -1.40, 1.16], [1.88, -0.39, 1.08], [-0.54, -2.08, 3.13], [-0.94, 3.24, 1.08], [0.91, -0.49, -2.97], [-0.19, -0.60, -2.57], [1.34, 2.57, 0.47], [-0.02, -1.40, 2.34]]
}

***

Relative energies in eV: #P 0.000; #Q 5.580; #R 1.149

***

#P
{
  "formula": "C9H13NO",
  "method": "ωB97M-V with the def2-TZVPD basis set",
  "lumo_energy_ev": 0.76,
  "smiles": "Cc1ccccc1.CC(N)=O",
  "multiplicity": 1,
  "species": ["H", "C", "C", "H", "C", "C", "C", "H", "C", "H", "H", "H", "H", "H", "C", "H", "C", "O", "H", "H", "H", "C", "H", "N"],
  "positions_angstrom": [[-1.70, 1.37, 3.42], [-0.64, -1.10, -2.99], [0.57, 0.41, -0.05], [-0.61, 2.66, 3.71], [1.09, 0.90, 2.63], [1.68, -0.16, 0.56], [-0.07, 1.44, 2.05], [2.96, -0.11, 2.25], [-1.11, 2.12, 2.90], [1.15, -0.84, -3.90], [-1.14, 1.67, 0.25], [1.09, -2.30, -2.98], [-1.22, -3.10, -2.62], [-1.75, 2.78, 2.32], [2.00, 0.21, 1.86], [-1.39, -2.15, -1.20], [-1.50, -2.11, -2.28], [-1.09, -0.05, -3.43], [2.28, -0.84, -0.02], [1.24, 1.20, 3.65], [0.33, 0.10, -1.05], [-0.24, 1.26, 0.68], [-2.54, -1.88, -2.47], [0.64, -1.47, -3.31]]
}

***

#Q
{
  "formula": "C9H13NO",
  "method": "ωB97M-V with the def2-TZVPD basis set",
  "lumo_energy_ev": 0.82,
  "smiles": "Cc1ccccc1.CC(N)=O",
  "multiplicity": 1,
  "species": ["N", "H", "C", "H", "C", "C", "H", "H", "H", "H", "C", "C", "H", "C", "C", "H", "H", "C", "H", "C", "H", "H", "O", "H"],
  "positions_angstrom": [[-3.40, -0.20, 0.55], [-4.07, -0.91, 0.29], [1.74, 0.18, -1.80], [-3.31, 0.03, 1.53], [1.68, 1.45, 0.29], [-2.15, -0.19, -0.05], [-0.97, -1.07, -1.53], [1.62, 0.09, -2.87], [1.61, 2.29, -1.66], [1.25, -0.60, 2.92], [0.97, 0.36, 2.47], [1.81, 1.36, -1.12], [-2.24, 0.16, -2.03], [1.75, -1.01, -1.02], [1.65, -0.89, 0.34], [1.73, -1.92, -1.61], [-2.74, -1.42, -1.84], [-2.00, -0.74, -1.43], [-0.12, 0.33, 2.48], [1.41, 0.32, 1.03], [1.84, -1.81, 0.92], [1.85, 2.44, 0.68], [-1.28, 0.50, 0.47], [1.37, 1.23, 2.98]]
}

***

#R
{
  "formula": "C9H13NO",
  "method": "ωB97M-V with the def2-TZVPD basis set",
  "lumo_energy_ev": 0.61,
  "smiles": "CNC(C)=O.c1ccccc1",
  "multiplicity": 1,
  "species": ["C", "H", "H", "C", "N", "O", "C", "C", "C", "C", "C", "H", "H", "H", "H", "H", "C", "C", "H", "H", "H", "H", "H", "H"],
  "positions_angstrom": [[-2.42, -1.23, 0.24], [-3.67, 1.30, -1.79], [3.28, 2.00, -0.63], [2.91, -0.03, -0.21], [1.85, -0.40, 0.49], [3.41, -0.68, -1.11], [-1.72, -0.40, 1.19], [-1.62, 0.97, 0.94], [3.54, 1.28, 0.23], [-2.88, -0.62, -0.90], [-2.23, 1.61, -0.22], [-2.10, 2.62, -0.38], [3.23, 1.82, 1.09], [-2.63, -2.28, 0.41], [-1.48, -0.88, 2.14], [0.76, -2.26, 0.97], [0.71, -1.31, 0.25], [-2.94, 0.82, -1.02], [0.91, -1.55, -1.04], [-0.28, -0.63, 0.29], [-0.93, 1.51, 1.56], [4.57, 1.14, -0.02], [-3.56, -1.29, -1.49], [1.55, 0.20, 1.28]]
}

***

Relative energies in eV: #P 0.000; #Q 0.648; #R 3.288